Molecular formula: C38H77BN6O11P
Method: DFT, ωB97M-V with the def2-TZVPD basis set

Each line ends with the Mulliken charge.
Cartesian coordinates (Å):
C (1.8709, -0.6632, 7.3349)  -0.493
O (2.2722, -1.1259, 6.0612)  -0.448
C (1.5844, -0.4541, 4.9954)  -0.886
C (0.1576, -0.9440, 4.7884)  1.450
C (0.0345, -2.3446, 4.1765)  -1.017
C (0.9165, -2.5716, 2.9331)  -0.710
B (0.8749, -1.3882, 1.8018)  0.171
O (0.8479, -1.9784, 0.4207)  -0.697
C (0.4835, -0.8523, -0.3263)  -0.144
C (0.3133, -1.1152, -1.8218)  -0.435
C (1.2844, -0.2329, -2.6404)  0.242
C (0.9532, 1.2531, -2.4128)  -1.651
O (2.6303, -0.5065, -2.2773)  -0.112
C (3.5462, -0.5007, -3.3421)  -0.684
C (4.6336, 0.5632, -3.2047)  0.668
C (5.8045, 0.3350, -3.8851)  -0.766
C (6.8107, 1.2643, -3.8411)  -0.463
C (6.6364, 2.4216, -3.1250)  -0.464
C (5.4805, 2.6321, -2.4367)  -0.708
C (4.4605, 1.7033, -2.4747)  -0.003
C (-0.7999, -0.3950, 0.4540)  -0.285
O (-1.1068, 0.9491, 0.1288)  -0.036
C (-2.1375, 1.5044, 0.9114)  -0.021
C (-2.0667, 3.0487, 0.8398)  -0.002
C (-1.3190, 3.5576, -0.4033)  -1.743
C (-1.4037, 3.6876, 2.0792)  0.755
C (0.0434, 3.1909, 2.3351)  -1.134
C (-2.2328, 3.4873, 3.3702)  -1.483
P (-2.1477, -1.7156, 0.5076)  -0.047
N (-3.5256, -1.1659, -0.4034)  -0.652
O (-2.6567, -1.7066, 2.1058)  -0.617
O (-0.2812, -0.4532, 1.7688)  0.827
H (2.6762, -0.1015, 7.8226)  0.279
H (1.5939, -1.5375, 7.9361)  0.270
H (0.9777, -0.0302, 7.2866)  0.070
H (2.2015, -0.5195, 4.0989)  0.228
H (1.5277, 0.6203, 5.2487)  0.489
H (-0.3947, -0.1916, 4.2130)  -0.744
H (-0.3460, -0.9753, 5.7689)  0.361
H (0.3636, -3.0555, 4.9527)  0.408
H (-1.0257, -2.5525, 4.0113)  0.330
H (0.5312, -3.4829, 2.4425)  0.089
H (1.9358, -2.8303, 3.2392)  0.321
H (1.9982, -0.8461, 1.8426)  -0.402
H (1.2739, -0.1180, -0.1046)  0.162
H (0.5379, -2.1481, -2.1050)  -0.038
H (-0.6963, -0.8770, -2.1755)  0.437
H (1.0492, -0.4254, -3.6988)  0.147
H (1.6278, 1.8695, -3.0203)  0.645
H (-0.0720, 1.4624, -2.7288)  0.414
H (1.0891, 1.5540, -1.3743)  0.099
H (4.0398, -1.4809, -3.3876)  0.318
H (3.0776, -0.3462, -4.3241)  0.342
H (5.9554, -0.5723, -4.4608)  0.359
H (7.7432, 1.1056, -4.3715)  0.358
H (7.4156, 3.1755, -3.1067)  0.352
H (5.3040, 3.5362, -1.8645)  0.391
H (3.5485, 1.8887, -1.9268)  0.324
H (-2.0865, 1.2172, 1.9697)  -0.097
H (-3.1108, 1.2006, 0.4991)  -0.017
H (-3.0908, 3.4442, 0.8206)  0.508
H (-1.6172, 4.6006, -0.5668)  0.494
H (-0.2398, 3.5493, -0.2525)  0.281
H (-1.5914, 3.0033, -1.3033)  0.410
H (-1.3568, 4.7631, 1.8736)  0.584
H (0.2840, 2.3171, 1.7236)  0.092
H (0.2079, 2.9760, 3.3939)  0.265
H (0.7539, 3.9811, 2.0729)  0.249
H (-1.8970, 2.5633, 3.8521)  0.037
H (-3.2985, 3.3826, 3.1349)  0.382
H (-2.0864, 4.3276, 4.0538)  0.324
H (-4.1443, -0.6238, 0.2018)  0.276
H (-4.0586, -2.0112, -0.5997)  0.296
H (-2.8762, -0.8063, 2.3921)  0.349
C (-0.6671, -4.9841, -0.9456)  -0.646
C (-1.7095, -4.8611, -2.0287)  0.620
O (-2.5062, -3.9348, -2.0655)  -0.601
N (-1.7435, -5.8197, -2.9953)  -0.135
C (-0.8918, -6.9873, -3.1513)  -0.560
H (-0.7662, -4.1442, -0.2609)  -0.390
H (-0.8075, -5.9120, -0.3871)  0.567
H (0.3350, -4.9613, -1.3765)  0.410
H (-2.4657, -5.6654, -3.6806)  0.224
H (-0.3894, -6.9248, -4.1151)  0.078
H (-1.5170, -7.8850, -3.1344)  0.256
H (-0.1497, -7.0528, -2.3628)  0.308
C (-0.3970, -8.2899, -7.4555)  -1.285
C (0.5889, -7.2625, -6.9526)  0.796
O (0.8724, -7.1616, -5.7690)  -0.704
N (1.1592, -6.4370, -7.8668)  -0.153
C (0.9483, -6.4002, -9.3011)  -0.805
H (-0.7626, -8.8664, -6.6108)  0.279
H (-1.2445, -7.8007, -7.9374)  0.356
H (0.0854, -8.9697, -8.1592)  0.375
H (1.8039, -5.7762, -7.4618)  0.234
H (1.8985, -6.5730, -9.8104)  0.288
H (0.5746, -5.4149, -9.5846)  0.262
H (0.2349, -7.1540, -9.6162)  0.307
C (0.9884, 6.5764, 4.9514)  -1.294
C (0.1919, 7.0633, 3.7653)  0.839
O (0.3837, 6.6392, 2.6383)  -0.637
N (-0.7680, 8.0020, 3.9948)  -0.167
C (-1.1396, 8.6136, 5.2561)  -0.856
H (1.7050, 5.8353, 4.6094)  0.302
H (1.5325, 7.4029, 5.4114)  0.426
H (0.3302, 6.1119, 5.6884)  0.274
H (-1.2625, 8.2814, 3.1625)  0.234
H (-2.1917, 8.4084, 5.4617)  0.279
H (-1.0024, 9.6953, 5.1882)  0.291
H (-0.5394, 8.2301, 6.0737)  0.328
C (-3.6237, 3.2389, 8.5202)  -1.335
C (-2.4210, 3.5490, 7.6603)  0.875
O (-1.9448, 4.6757, 7.5978)  -0.662
N (-1.8808, 2.5299, 6.9523)  -0.038
C (-2.3030, 1.1426, 6.8950)  -0.685
H (-3.9396, 4.1494, 9.0212)  0.333
H (-4.4478, 2.8744, 7.9058)  0.332
H (-3.3705, 2.4942, 9.2759)  0.361
H (-1.0824, 2.8042, 6.3995)  0.124
H (-1.4742, 0.5143, 7.2224)  0.130
H (-2.5432, 0.8968, 5.8595)  0.167
H (-3.1685, 0.9555, 7.5218)  0.418
C (-1.7996, -1.4796, -5.8306)  -0.716
C (-1.4614, -1.4548, -7.2998)  0.639
O (-1.6737, -2.4046, -8.0401)  -0.688
N (-0.8976, -0.3169, -7.7894)  -0.127
C (-0.5705, 0.9017, -7.0707)  -0.714
H (-2.2375, -2.4407, -5.5793)  0.308
H (-0.8969, -1.3443, -5.2328)  -0.067
H (-2.5214, -0.6975, -5.5921)  0.378
H (-0.6948, -0.3607, -8.7753)  0.229
H (-1.1113, 1.7397, -7.5148)  0.280
H (0.5004, 1.0953, -7.1551)  0.275
H (-0.8342, 0.8261, -6.0214)  0.226

Atomic forces in eV per Å
C -0.2 -0.5 -0.1
O -0.2 0.3 0.0
C -0.1 0.7 0.2
C -0.2 -0.2 0.3
C 0.7 -0.1 0.5
C -1.4 -0.2 -0.3
B 1.6 -1.1 -0.2
O -0.2 -0.2 -0.3
C -0.9 -1.1 0.1
C 0.9 0.4 -0.4
C -1.5 0.7 0.7
C 0.5 0.0 -0.5
O -0.2 -0.1 -0.8
C 0.5 0.2 0.2
C -1.2 -1.5 -0.2
C 0.6 -0.3 -0.4
C 0.7 -0.1 -0.5
C 1.0 0.8 0.0
C -0.9 0.7 0.6
C -0.2 0.5 0.4
C 1.2 0.9 1.2
O -0.1 -0.4 0.1
C -0.4 0.8 -0.3
C 0.6 0.1 0.2
C -0.7 0.3 0.0
C 0.0 -0.1 0.5
C 0.1 0.5 -0.5
C 0.1 -0.2 -0.6
P 0.3 -1.4 -0.3
N -0.1 0.1 0.8
O -0.4 0.7 -0.7
O -0.7 0.3 0.2
H 0.0 -0.1 0.0
H 0.2 0.2 0.2
H 0.1 0.1 -0.1
H -0.2 -0.3 0.0
H 0.2 -0.1 0.0
H 0.2 -0.2 -0.3
H 0.1 0.1 0.0
H -0.2 0.1 0.0
H 0.1 0.1 -0.3
H 0.1 0.1 0.0
H 0.0 0.3 0.0
H -0.2 0.8 0.2
H -0.4 0.5 -0.4
H -0.2 -0.1 0.4
H 0.0 -0.1 0.1
H 0.6 -0.3 -0.1
H -0.1 0.0 0.0
H 0.0 0.0 0.2
H -0.2 -0.1 0.0
H -0.1 0.1 0.0
H -0.3 0.0 0.2
H -0.2 -0.1 0.1
H -0.1 -0.1 0.0
H 0.0 -0.1 0.0
H 0.2 0.0 0.0
H 0.0 -0.2 0.0
H 0.2 -0.3 -0.2
H 0.1 -0.1 0.1
H 0.0 -0.2 -0.1
H 0.1 0.0 0.0
H 0.0 -0.2 -0.1
H 0.2 -0.1 0.1
H 0.0 -0.1 0.1
H 0.0 -0.1 0.3
H 0.0 -0.2 -0.1
H 0.0 -0.1 0.0
H -0.2 0.1 0.1
H 0.0 0.1 0.2
H 0.0 -0.1 0.1
H 0.1 0.3 -0.3
H 0.2 0.0 -0.3
H 0.2 -0.2 0.2
C -0.1 0.1 0.0
C 0.0 0.1 0.0
O -0.1 0.0 -0.1
N 0.1 0.0 0.3
C -0.4 0.2 -0.4
H 0.0 0.1 -0.1
H 0.1 -0.1 -0.1
H 0.0 -0.1 0.1
H 0.0 0.0 0.0
H 0.1 -0.2 0.2
H 0.2 -0.1 0.1
H 0.0 0.1 0.1
C 0.0 0.0 0.0
C 0.1 0.1 0.1
O 0.1 -0.1 -0.2
N -0.1 -0.2 0.0
C 0.3 0.3 0.2
H 0.1 0.1 0.1
H 0.0 -0.1 -0.1
H -0.1 0.0 -0.1
H 0.0 0.0 0.0
H -0.1 -0.1 -0.1
H -0.1 -0.1 -0.1
H 0.0 0.0 0.1
C 0.0 -0.1 0.0
C 0.0 -0.1 -0.2
O 0.0 0.1 0.0
N 0.2 -0.1 0.2
C -0.2 0.1 -0.4
H 0.0 0.0 -0.1
H -0.1 0.0 0.1
H 0.0 0.1 0.1
H 0.0 0.0 0.0
H 0.0 0.0 0.2
H 0.0 0.0 0.2
H 0.0 -0.1 0.0
C 0.0 0.1 0.0
C 0.2 0.1 -0.2
O -0.1 0.0 0.1
N -0.2 0.2 0.3
C 0.4 0.2 -0.3
H 0.1 0.0 -0.1
H 0.0 -0.1 0.1
H -0.1 -0.1 -0.1
H 0.0 -0.1 -0.1
H -0.2 -0.2 0.0
H -0.1 -0.2 0.1
H 0.0 0.1 0.0
C 0.0 -0.1 -0.1
C 0.0 -0.1 -0.1
O 0.0 0.0 0.0
N -0.1 0.0 0.2
C 0.1 -0.1 -0.5
H 0.0 0.0 -0.1
H -0.1 0.1 0.1
H 0.1 0.0 0.1
H 0.0 0.0 0.0
H 0.0 0.1 0.2
H 0.0 0.1 0.2
H 0.0 0.0 0.0

**Strongest force on any atom**: 0.0376 Eh/bohr
**Charge**: -1
**Energy**: -82087.3295 eV
**Gap between HOMO and LUMO**: 6.25 eV